Record 1
{
  "formula": "C20H22N2Pt",
  "method": "ωB97M-V/def2-TZVPD",
  "elements": ["C", "C", "C", "H", "C", "H", "H", "H", "C", "H", "H", "C", "H", "H", "C", "H", "H", "C", "H", "H", "Pt", "H", "C", "C", "C", "C", "C", "C", "N", "N", "C", "C", "C", "C", "C", "C", "H", "H", "H", "H", "H", "H", "H", "H", "H"],
  "coordinates": [[-2.5953, 0.8000, -1.0885], [-2.1719, -1.9515, 0.3013], [-1.8468, 0.1633, -2.0842], [-2.4432, 1.9898, -0.9315], [-1.2778, -2.7182, -0.3702], [-2.0595, -1.7762, 1.4116], [-0.9586, 0.6839, -2.4754], [-0.5052, -3.2438, 0.2305], [-1.8593, -1.2276, -2.4780], [-1.4008, -1.2570, -3.4851], [-2.8890, -1.6173, -2.5220], [-3.7567, 0.0806, -0.4806], [-4.5706, 0.1346, -1.2114], [-4.2095, 0.4974, 0.4708], [-3.4635, -1.4006, -0.2617], [-3.6281, -1.9577, -1.1882], [-4.1570, -1.8081, 0.4700], [-1.0120, -2.4530, -1.8265], [-1.3390, -3.4292, -2.2779], [0.0832, -2.4212, -2.0780], [-0.0891, 0.5864, 0.9796], [-1.5158, 0.9037, 0.4523], [3.8257, -2.7893, 1.8532], [2.8108, -3.1505, 0.9648], [2.1202, -2.1387, 0.2965], [2.4774, -0.8182, 0.5810], [3.5107, -0.4585, 1.4565], [4.1953, -1.4731, 2.1220], [1.6078, 0.3137, 0.1469], [2.2712, 1.4556, -0.0603], [1.6681, 2.6245, 0.2434], [2.1660, 3.8921, 0.0131], [1.3398, 4.9427, 0.4201], [0.0418, 4.8047, 0.9242], [-0.4601, 3.4908, 1.0726], [0.3975, 2.4670, 0.7993], [4.3158, -3.5731, 2.4050], [2.5117, -4.1731, 0.7786], [1.2756, -2.2954, -0.3984], [3.6604, 0.6100, 1.6720], [4.9709, -1.1771, 2.8241], [3.1321, 3.8551, -0.4830], [1.8052, 5.9014, 0.2251], [-0.5232, 5.7291, 1.1468], [-1.4550, 3.3818, 1.4395]],
  "mulliken_spin": [-0.14, -0.01, 0.13, -0.01, 0.01, 0.01, 0.00, 0.00, -0.01, 0.00, 0.00, 0.03, 0.00, 0.02, -0.02, 0.00, 0.00, 0.02, 0.00, 0.00, 0.57, 0.23, 0.04, -0.02, 0.03, -0.02, 0.05, -0.01, 0.34, 0.47, 0.02, 0.17, -0.09, 0.19, -0.09, 0.08, 0.00, 0.00, 0.00, -0.01, 0.00, 0.00, 0.00, 0.01, 0.00],
  "e_above_lowest_kj_mol": 379.7,
  "e_homo_ha": [-0.2454, -0.2967],
  "spin_multiplicity": 3,
  "e_tot_ha": -1003.83519
}


Record 2
{
  "formula": "C6H10",
  "method": "ωB97M-V/def2-TZVPD",
  "elements": ["C", "C", "C", "C", "C", "C", "H", "H", "H", "H", "H", "H", "H", "H", "H", "H"],
  "coordinates": [[0.8134, 1.2718, -0.0436], [0.9962, 0.4706, -1.0957], [-0.1076, -0.5030, -1.1654], [-0.6421, -1.4201, 0.2718], [-1.1776, -0.1254, -0.1996], [-0.5838, 1.1074, 0.5274], [1.5428, 1.9661, 0.3691], [1.8817, 0.4254, -1.7283], [-0.2772, -1.0696, -2.0880], [-0.9714, -2.3647, -0.1425], [-0.4818, -1.5461, 1.3646], [-2.2176, -0.0508, -0.4800], [-1.1676, 1.9920, 0.2467], [-0.6166, 1.0351, 1.6220], [1.3653, -0.9389, 1.3078], [1.6439, -0.2502, 1.2337]],
  "lowdin_charge": [-0.16, -0.12, -0.13, -0.07, -0.33, -0.15, 0.10, 0.11, 0.12, 0.07, 0.08, 0.13, 0.11, 0.11, 0.07, 0.07],
  "smiles": "C1=C[C@H]2C[C@H]2C1.[H][H]",
  "e_above_lowest_kj_mol": 337.9,
  "e_homo_ha": -0.3000,
  "e_tot_ha": -234.47382
}


Record 3
{
  "formula": "C36H40IN8O3PS2Zr",
  "method": "ωB97M-V/def2-TZVPD",
  "elements": ["Zr", "C", "C", "O", "P", "S", "S", "O", "C", "C", "H", "H", "H", "H", "H", "H", "H", "H", "H", "H", "C", "N", "C", "C", "C", "C", "C", "N", "C", "C", "C", "C", "C", "C", "H", "H", "H", "H", "H", "H", "H", "H", "H", "H", "H", "N", "C", "N", "C", "C", "O", "C", "C", "H", "H", "H", "H", "H", "H", "H", "H", "I", "C", "C", "C", "C", "C", "N", "H", "H", "H", "H", "N", "C", "C", "C", "C", "C", "C", "C", "N", "C", "C", "N", "C", "H", "H", "H", "H", "H", "H", "H"],
  "coordinates": [[-0.3084, 0.0881, -0.1729], [-6.0378, -0.8380, 0.1832], [-5.3590, -1.8331, 1.0880], [-4.2789, -1.1710, 1.8070], [-2.7663, -1.5592, 1.5416], [-1.5880, -0.3663, 2.5242], [-2.3476, -1.5417, -0.4284], [-2.6509, -3.0888, 1.9376], [-2.9889, -3.5232, 3.2871], [-1.7375, -3.8982, 4.0388], [-6.8694, -1.3185, -0.3350], [-5.3396, -0.4597, -0.5648], [-6.4303, 0.0050, 0.7521], [-4.9619, -2.6863, 0.5365], [-6.0357, -2.2092, 1.8532], [-3.6470, -4.3797, 3.1555], [-3.5499, -2.7392, 3.7973], [-1.1724, -4.6509, 3.4868], [-2.0046, -4.3232, 5.0078], [-1.1049, -3.0280, 4.2147], [-2.8599, 2.3632, -0.0315], [-1.5387, 1.9081, 0.4676], [-0.9136, 2.6515, 1.3211], [0.3359, 2.2425, 1.8367], [1.1452, 2.7850, 2.8196], [2.2216, 1.8957, 2.9697], [2.0052, 0.8560, 2.0745], [0.8628, 1.0526, 1.3776], [-3.6763, 3.1069, 0.9896], [-3.7841, 4.4904, 0.9073], [-4.5185, 5.2041, 1.8473], [-5.1509, 4.5288, 2.8796], [-5.0501, 3.1440, 2.9670], [-4.3183, 2.4342, 2.0269], [-3.3862, 1.4732, -0.3756], [-2.7041, 3.0016, -0.9046], [-1.3639, 3.5720, 1.6857], [0.9621, 3.7011, 3.3602], [3.0494, 1.9809, 3.6555], [2.6087, -0.0225, 1.9083], [-3.2959, 5.0163, 0.0932], [-4.5980, 6.2808, 1.7702], [-5.7250, 5.0792, 3.6138], [-5.5462, 2.6158, 3.7715], [-4.2382, 1.3571, 2.1051], [1.7686, 0.7288, -1.0608], [2.7906, 1.0727, -1.4727], [3.9453, 1.4564, -1.9406], [4.8420, 2.3331, -1.1664], [5.0123, 3.6305, -1.9276], [5.4547, 3.3775, -3.2497], [4.5044, 2.6298, -3.9876], [4.2929, 1.2673, -3.3622], [5.8017, 1.8248, -1.0627], [4.4152, 2.4946, -0.1777], [5.7655, 4.2531, -1.4493], [4.0633, 4.1809, -1.9487], [4.8934, 2.5250, -4.9985], [3.5523, 3.1735, -4.0328], [5.2114, 0.6801, -3.4095], [3.4899, 0.7151, -3.8487], [0.1041, -1.3290, -2.8383], [-1.1591, 1.2286, -2.2097], [-2.3008, 1.0474, -3.0019], [-2.6195, 2.1105, -3.8193], [-1.8012, 3.2473, -3.8569], [-0.6658, 3.2878, -3.0744], [-0.3809, 2.2276, -2.2955], [-2.9048, 0.1555, -2.9329], [-3.4983, 2.0537, -4.4498], [-2.0228, 4.0710, -4.5220], [0.0268, 4.1183, -3.0855], [7.0510, -7.3977, -2.6348], [6.2552, -6.7304, -2.1446], [5.2547, -5.8864, -1.5260], [4.3446, -5.1986, -2.3225], [3.3832, -4.3936, -1.7341], [3.3601, -4.2740, -0.3546], [4.2615, -4.9522, 0.4493], [5.2103, -5.7690, -0.1397], [2.3773, -3.4353, 0.2572], [1.5322, -3.7685, 1.3049], [0.7194, -2.7046, 1.4790], [1.0449, -1.7161, 0.5588], [2.0354, -2.2096, -0.1589], [4.3812, -5.3112, -3.3973], [2.6434, -3.8775, -2.3347], [4.2287, -4.8328, 1.5244], [5.9235, -6.3064, 0.4702], [1.5826, -4.7249, 1.7949], [-0.0571, -2.5627, 2.2063], [2.5429, -1.7080, -0.9628]],
  "mulliken_spin": [0.12, 0.00, 0.00, 0.00, 0.00, 0.00, 0.01, 0.00, 0.00, 0.00, 0.00, 0.00, 0.00, 0.00, 0.00, 0.00, 0.00, 0.00, 0.00, 0.00, 0.01, -0.02, 0.00, 0.01, 0.00, 0.00, 0.00, 0.01, 0.00, 0.00, 0.00, 0.00, 0.00, 0.00, -0.01, 0.00, 0.00, 0.00, 0.00, 0.00, 0.00, 0.00, 0.00, 0.00, 0.00, 0.00, -0.01, 0.00, 0.00, 0.00, 0.00, 0.00, 0.00, 0.00, 0.00, 0.00, 0.00, 0.00, 0.00, 0.00, 0.00, 0.22, 0.34, 0.10, -0.02, 0.03, 0.04, 0.18, 0.00, 0.01, 0.00, 0.00, 0.00, 0.00, 0.00, 0.00, -0.01, 0.00, 0.00, 0.00, 0.00, 0.00, 0.01, 0.00, 0.00, 0.00, 0.01, 0.00, 0.00, 0.00, 0.00, 0.00],
  "total_charge": 1,
  "e_above_lowest_kj_mol": 73.1,
  "e_homo_ha": [-0.3834, -0.3833],
  "spin_multiplicity": 2,
  "e_tot_ha": -3542.06175
}


Record 4
{
  "formula": "C6H8N",
  "method": "ωB97M-V/def2-TZVPD",
  "elements": ["C", "C", "N", "C", "C", "C", "C", "H", "H", "H", "H", "H", "H", "H", "H"],
  "coordinates": [[-0.4883, 1.5933, -1.3056], [-0.1393, 0.4790, -2.0154], [-0.2872, -0.4019, -0.7407], [0.6969, -1.0082, 0.1334], [0.1586, -0.7511, 1.5717], [-0.3242, 0.6926, 1.3695], [-0.4711, 0.9054, 0.0049], [-0.7207, 2.6372, -1.4670], [0.3434, 0.1557, -2.9725], [-1.1730, -0.9093, -1.0022], [1.5816, -0.4904, 0.1210], [0.8502, -1.9842, -0.1913], [-0.5452, -1.4584, 1.8540], [0.8447, -0.7395, 2.4149], [-0.3263, 1.2799, 2.2253]],
  "lowdin_charge": [0.07, 0.09, -0.02, -0.10, -0.08, 0.09, -0.12, 0.12, 0.15, 0.22, 0.12, 0.12, 0.10, 0.13, 0.10],
  "total_charge": 1,
  "smiles": "C1=C[N@H+]2CCC=C12",
  "e_above_lowest_kj_mol": 426.2,
  "e_homo_ha": -0.5148,
  "e_tot_ha": -287.79391
}


Please write out number 4 again, unchanged.
{
  "formula": "C6H8N",
  "method": "ωB97M-V/def2-TZVPD",
  "elements": ["C", "C", "N", "C", "C", "C", "C", "H", "H", "H", "H", "H", "H", "H", "H"],
  "coordinates": [[-0.4883, 1.5933, -1.3056], [-0.1393, 0.4790, -2.0154], [-0.2872, -0.4019, -0.7407], [0.6969, -1.0082, 0.1334], [0.1586, -0.7511, 1.5717], [-0.3242, 0.6926, 1.3695], [-0.4711, 0.9054, 0.0049], [-0.7207, 2.6372, -1.4670], [0.3434, 0.1557, -2.9725], [-1.1730, -0.9093, -1.0022], [1.5816, -0.4904, 0.1210], [0.8502, -1.9842, -0.1913], [-0.5452, -1.4584, 1.8540], [0.8447, -0.7395, 2.4149], [-0.3263, 1.2799, 2.2253]],
  "lowdin_charge": [0.07, 0.09, -0.02, -0.10, -0.08, 0.09, -0.12, 0.12, 0.15, 0.22, 0.12, 0.12, 0.10, 0.13, 0.10],
  "total_charge": 1,
  "smiles": "C1=C[N@H+]2CCC=C12",
  "e_above_lowest_kj_mol": 426.2,
  "e_homo_ha": -0.5148,
  "e_tot_ha": -287.79391
}